No. 1
The following is a quantum chemistry calculation of a molecular structure, C20H18BBrF9IrN7O2P, from the Open Molecules 2025 dataset.

The value obtained for the frontier orbital gap (spin up / spin down) is 8.7 / 6.7 eV. As for the calculated total energy: -142859.0220 eV.

Structure (ORCA input):
```
! RIJCOSX wB97M-V def2-TZVPD def2/J DEFGRID3
* xyz 1 6
Ir 0.77 0.09 0.93
C -4.10 -0.41 -1.74
N -3.09 0.24 -0.90
C -3.37 1.01 0.19
C -2.17 1.30 0.77
N -1.18 0.71 0.04
C -1.76 0.06 -0.96
P -0.89 -0.99 -2.16
C 0.62 0.03 -2.26
N 1.38 0.44 -1.26
C 2.41 1.15 -1.80
C 2.28 1.16 -3.15
N 1.14 0.45 -3.43
C 0.60 0.23 -4.77
C -0.28 -2.23 -0.99
N 0.51 -2.00 0.05
C 0.63 -3.18 0.74
C -0.08 -4.13 0.09
N -0.65 -3.53 -1.00
C -1.58 -4.17 -1.91
H -4.99 0.22 -1.76
H -4.35 -1.38 -1.31
H -3.72 -0.53 -2.75
H -4.37 1.27 0.48
H -1.98 1.86 1.67
H 3.18 1.60 -1.19
H 2.88 1.61 -3.92
H 1.27 0.70 -5.49
H -0.39 0.67 -4.86
H 0.55 -0.84 -4.98
H 1.19 -3.26 1.66
H -0.26 -5.17 0.32
H -1.32 -5.22 -2.00
H -1.52 -3.71 -2.89
H -2.60 -4.08 -1.52
Br 0.24 3.67 -0.82
C 0.27 3.56 1.06
C -0.18 4.66 1.77
C -0.11 4.62 3.16
C 0.41 3.50 3.78
C 0.81 2.45 2.99
N 0.72 2.45 1.64
C 1.38 1.20 3.59
O 1.75 1.13 4.73
O 1.45 0.16 2.74
H -0.55 5.52 1.25
H -0.47 5.46 3.74
H 0.53 3.42 4.85
F 3.64 -1.40 -0.45
C 3.42 -0.92 0.77
F 3.27 -1.91 1.63
C 4.53 0.08 1.20
F 5.48 -0.56 1.87
F 4.03 1.06 1.95
F 5.06 0.63 0.10
F -1.84 -2.98 2.73
B -2.15 -1.80 2.12
F -0.90 -0.96 2.15
F -3.12 -1.06 2.75
F -2.45 -1.99 0.75
*
```



No. 2
The following is a quantum chemistry calculation of a molecular structure, CH3BrClN, from the Open Molecules 2025 dataset.

The value obtained for the frontier orbital gap (spin up / spin down) is 9.4 / 7.0 eV. As for the calculated total energy: -85135.0527 eV.

Structure (ORCA input):
```
! RIJCOSX wB97M-V def2-TZVPD def2/J DEFGRID3
* xyz 0 1
C 0.13 -1.30 0.10
N 0.02 2.16 0.49
Cl 1.03 2.35 -0.77
Br -1.41 1.07 0.14
H 1.15 -1.09 -0.29
H -0.31 -1.59 1.00
H -0.60 -1.60 -0.67
*
```



No. 3
The following is a quantum chemistry calculation of a gas-phase ion, C4H14N4 (charge +2), from the Open Molecules 2025 dataset.

The value obtained for the frontier orbital gap is 11.1 eV. Its SMILES is C[C@@H]([NH3+])[C@H](N)C(N)=[NH2+]. As for the calculated total energy: -10318.6589 eV.

Structure (ORCA input):
```
! RIJCOSX wB97M-V def2-TZVPD def2/J DEFGRID3
* xyz 2 1
C 1.37 0.53 -0.62
C -1.88 0.85 -0.38
C 0.37 -0.56 -0.26
C -0.90 0.14 0.53
N 1.52 0.64 -1.91
N 0.88 -1.68 0.54
N 2.03 1.23 0.28
N -1.59 -0.96 1.24
H -2.00 0.50 -1.47
H -1.63 1.89 -0.53
H -2.94 0.66 0.11
H -0.21 -0.87 -1.23
H -0.63 0.88 1.37
H 0.97 0.24 -2.63
H 2.39 1.07 -2.21
H 0.97 -2.62 0.23
H 1.62 -1.40 1.16
H 2.07 1.05 1.30
H 2.70 1.96 0.13
H -0.84 -1.83 1.32
H -2.46 -1.09 0.79
H -1.81 -0.65 2.22
*
```



No. 4
The following is a quantum chemistry calculation of 4 unconnected molecules or ions with the total composition C13H29N3O7S, from the Open Molecules 2025 dataset.

The value obtained for the frontier orbital gap is 9.2 eV. Its SMILES is O=S1(=O)CCC[C@H](O)O1.CN(C)C=O.CN(C)C=O.CN(C)C=O. As for the calculated total energy: -43589.2130 eV.

Structure (ORCA input):
```
! RIJCOSX wB97M-V def2-TZVPD def2/J DEFGRID3
* xyz 0 1
O 2.00 -0.02 -1.74
S 0.67 -0.48 -1.97
O 0.07 -1.37 -1.03
C 0.60 -1.20 -3.61
C -0.35 -0.38 -4.49
C 0.10 1.08 -4.44
C -0.25 1.74 -3.11
O 0.59 2.76 -2.73
O -0.34 0.73 -2.04
H 0.33 -2.24 -3.47
H 1.62 -1.11 -4.00
H -1.37 -0.48 -4.13
H -0.31 -0.76 -5.51
H 1.18 1.13 -4.59
H -0.36 1.67 -5.24
H -1.26 2.15 -3.12
H 1.51 2.49 -2.80
C 4.24 3.12 1.37
O 4.32 3.36 0.18
N 3.32 2.31 1.92
C 3.27 2.06 3.34
C 2.36 1.66 1.04
H 4.93 3.57 2.11
H 3.41 1.00 3.57
H 2.31 2.37 3.76
H 4.06 2.62 3.84
H 2.86 1.04 0.30
H 1.78 2.41 0.50
H 1.69 1.05 1.64
C -2.84 2.57 -0.38
O -3.51 3.54 -0.69
N -3.25 1.60 0.46
C -2.43 0.45 0.80
C -4.58 1.71 1.04
H -1.82 2.41 -0.77
H -2.92 -0.48 0.51
H -2.24 0.41 1.87
H -1.48 0.51 0.28
H -5.34 1.74 0.26
H -4.67 2.63 1.62
H -4.75 0.86 1.69
C -1.39 -3.56 3.07
O -1.80 -2.44 2.86
N -0.37 -4.14 2.40
C 0.08 -5.48 2.69
C 0.27 -3.37 1.34
H -1.81 -4.21 3.85
H 1.13 -5.48 3.00
H -0.02 -6.13 1.82
H -0.51 -5.89 3.51
H 0.69 -2.45 1.74
H -0.44 -3.10 0.57
H 1.07 -3.97 0.90
*
```



Q: Among the records above, which one has the lowest calculated total energy?
A: C20H18BBrF9IrN7O2P



Q: calculated total energy of number 3 (C4H14N4)?
A: -10318.6589 eV



Copy entry 4 word for word.
The following is a quantum chemistry calculation of 4 unconnected molecules or ions with the total composition C13H29N3O7S, from the Open Molecules 2025 dataset.

The value obtained for the frontier orbital gap is 9.2 eV. Its SMILES is O=S1(=O)CCC[C@H](O)O1.CN(C)C=O.CN(C)C=O.CN(C)C=O. As for the calculated total energy: -43589.2130 eV.

Structure (ORCA input):
```
! RIJCOSX wB97M-V def2-TZVPD def2/J DEFGRID3
* xyz 0 1
O 2.00 -0.02 -1.74
S 0.67 -0.48 -1.97
O 0.07 -1.37 -1.03
C 0.60 -1.20 -3.61
C -0.35 -0.38 -4.49
C 0.10 1.08 -4.44
C -0.25 1.74 -3.11
O 0.59 2.76 -2.73
O -0.34 0.73 -2.04
H 0.33 -2.24 -3.47
H 1.62 -1.11 -4.00
H -1.37 -0.48 -4.13
H -0.31 -0.76 -5.51
H 1.18 1.13 -4.59
H -0.36 1.67 -5.24
H -1.26 2.15 -3.12
H 1.51 2.49 -2.80
C 4.24 3.12 1.37
O 4.32 3.36 0.18
N 3.32 2.31 1.92
C 3.27 2.06 3.34
C 2.36 1.66 1.04
H 4.93 3.57 2.11
H 3.41 1.00 3.57
H 2.31 2.37 3.76
H 4.06 2.62 3.84
H 2.86 1.04 0.30
H 1.78 2.41 0.50
H 1.69 1.05 1.64
C -2.84 2.57 -0.38
O -3.51 3.54 -0.69
N -3.25 1.60 0.46
C -2.43 0.45 0.80
C -4.58 1.71 1.04
H -1.82 2.41 -0.77
H -2.92 -0.48 0.51
H -2.24 0.41 1.87
H -1.48 0.51 0.28
H -5.34 1.74 0.26
H -4.67 2.63 1.62
H -4.75 0.86 1.69
C -1.39 -3.56 3.07
O -1.80 -2.44 2.86
N -0.37 -4.14 2.40
C 0.08 -5.48 2.69
C 0.27 -3.37 1.34
H -1.81 -4.21 3.85
H 1.13 -5.48 3.00
H -0.02 -6.13 1.82
H -0.51 -5.89 3.51
H 0.69 -2.45 1.74
H -0.44 -3.10 0.57
H 1.07 -3.97 0.90
*
```